(1)
15
Properties=species:S:1:pos:R:3:mulliken_charge:R:1 method="wB97M-V/def2-TZVPD" gap_ev=8.37 molar_mass_g_mol=149.07 fmax_ha_per_bohr=0.0785 charge=-1 lumo_energy_ev=3.84
C 1.44 -0.80 -1.01 0.457
C -0.57 -0.53 1.30 -0.808
C -1.73 0.27 -0.73 -0.965
N 1.41 -1.89 -1.33 -0.554
N -0.50 0.18 0.05 0.289
O 2.54 1.65 -1.28 -0.694
O 2.61 0.34 0.97 -0.655
O 0.12 1.51 0.24 -0.606
P 1.99 0.71 -0.32 0.926
H -1.24 -0.20 2.17 0.266
H -0.72 -1.52 0.91 0.366
H 0.50 -0.30 1.70 0.177
H -2.61 0.63 -0.11 0.262
H -1.31 0.82 -1.59 0.358
H -1.93 -0.86 -0.99 0.180



(2)
9
Properties=species:S:1:pos:R:3:mulliken_charge:R:1 method="wB97M-V/def2-TZVPD" gap_ev=6.59 molar_mass_g_mol=136.18 fmax_ha_per_bohr=0.0878 charge=-1 lumo_energy_ev=3.19
C 0.67 0.33 -0.58 0.402
C -1.31 -1.68 0.48 0.636
N 0.57 1.46 0.26 -0.401
O -1.93 -0.69 0.59 -0.386
O 0.72 -0.82 -0.12 -0.668
S -0.92 -3.22 0.34 -0.334
S 0.66 0.79 -2.21 -0.608
H 0.73 1.53 1.29 0.198
H 0.80 2.30 -0.06 0.160



(3)
8
Properties=species:S:1:pos:R:3:mulliken_charge:R:1 method="wB97M-V/def2-TZVPD" gap_ev=7.78 molar_mass_g_mol=314.01 fmax_ha_per_bohr=0.0588 charge=0 lumo_energy_ev=-0.58
Si 0.01 -1.36 1.11 0.394
Si -0.17 1.40 -2.10 0.026
I -1.62 0.66 0.68 -0.078
I 2.20 1.58 -1.30 -0.095
H 1.16 -0.64 0.62 -0.114
H -0.21 -2.41 -0.02 -0.035
H -0.60 -1.89 2.41 -0.038
H -0.77 2.68 -1.42 -0.061



(4)
44
Properties=species:S:1:pos:R:3:mulliken_charge:R:1 method="wB97M-V/def2-TZVPD" gap_ev=8.51 molar_mass_g_mol=261.24 fmax_ha_per_bohr=0.0141 charge=-1 lumo_energy_ev=2.49
C 26.96 7.21 -13.14 -1.130
C 25.99 6.06 -13.32 0.427
O 25.07 6.20 -14.35 -0.861
H 27.50 7.37 -14.08 0.429
H 27.68 7.00 -12.34 0.233
H 26.42 8.13 -12.88 0.066
H 25.53 5.97 -12.32 -0.015
H 26.60 5.15 -13.49 0.126
O 25.12 4.53 -9.31 -0.703
H 24.87 4.22 -10.21 0.411
H 25.54 5.39 -9.46 0.341
O 24.05 3.45 -15.27 -0.697
H 24.57 4.22 -14.99 0.296
H 23.23 3.82 -15.61 0.339
O 28.18 5.15 -15.79 -0.624
H 27.60 5.93 -15.76 0.239
H 27.64 4.44 -15.43 0.371
O 25.11 5.69 -17.10 -0.661
H 25.22 5.96 -16.16 0.372
H 25.97 5.83 -17.51 0.289
O 24.56 3.12 -11.71 -0.703
H 25.08 2.32 -11.81 0.299
H 24.51 3.50 -12.60 0.355
O 22.39 6.30 -13.23 -0.768
H 23.26 5.97 -13.55 0.329
H 22.63 7.04 -12.66 0.389
O 26.76 10.63 -13.77 -0.665
H 27.43 10.00 -13.50 0.310
H 26.04 10.09 -14.13 0.408
O 23.54 8.83 -12.15 -0.693
H 22.91 9.56 -12.14 0.229
H 23.88 8.81 -13.06 0.448
O 29.83 4.61 -13.11 -0.672
H 29.36 3.82 -12.83 0.323
H 29.15 5.15 -13.55 0.359
O 24.70 8.92 -14.89 -0.752
H 24.14 8.79 -15.67 0.268
H 24.87 8.00 -14.56 0.281
O 27.50 6.39 -9.78 -0.579
H 27.99 5.70 -10.23 0.299
H 28.15 7.07 -9.57 0.270
O 25.14 8.23 -9.93 -0.696
H 24.46 8.41 -10.60 0.505
H 25.79 7.70 -10.40 0.207



(5)
5
Properties=species:S:1:pos:R:3:mulliken_charge:R:1 method="wB97M-V/def2-TZVPD" gap_ev="6.92 / 6.48" molar_mass_g_mol=78.00 fmax_ha_per_bohr=0.1635 charge=0 lumo_energy_ev="-2.71 / -3.30" spin_multiplicity=2
N 1.45 -1.09 0.00 0.506
O 2.53 -0.61 0.00 -0.037
O -0.11 0.15 0.00 -0.484
O -1.34 1.02 0.00 0.157
O -2.52 0.53 0.00 -0.142



(6)
80
Properties=species:S:1:pos:R:3:mulliken_charge:R:1 method="wB97M-V/def2-TZVPD" gap_ev=9.22 molar_mass_g_mol=491.39 fmax_ha_per_bohr=0.2218 charge=-1 lumo_energy_ev=2.40
B 78.48 75.36 77.98 0.096
F 79.20 75.55 76.82 0.100
F 78.77 76.28 78.87 -0.628
F 77.10 75.41 77.64 -0.013
F 78.77 74.07 78.46 -0.548
C 79.37 71.73 76.17 -0.111
C 79.68 70.36 75.91 0.245
N 80.05 69.20 75.79 -0.506
H 79.73 72.13 77.00 -0.042
H 79.81 72.60 75.53 0.128
H 78.31 71.93 76.26 0.272
C 81.95 77.15 77.35 0.125
C 82.47 75.95 76.68 0.549
N 82.81 74.99 76.15 -0.555
H 82.40 78.17 77.00 0.335
H 80.88 77.11 77.27 -0.362
H 82.28 77.20 78.38 -0.039
C 82.58 76.47 82.00 -1.475
C 81.14 76.55 81.55 -0.379
O 81.10 76.09 80.24 -0.111
H 82.90 76.82 82.99 0.368
H 82.99 77.15 81.36 0.348
H 82.91 75.53 81.94 0.360
H 80.76 77.57 81.15 0.314
H 80.55 76.13 82.09 0.602
H 80.13 76.11 79.89 0.310
C 80.57 76.94 74.01 -0.351
C 80.07 75.48 73.88 -0.267
O 78.73 75.49 74.35 -0.505
H 80.53 77.12 75.17 -0.368
H 80.27 77.85 73.42 0.302
H 81.70 76.91 73.87 0.326
H 80.71 74.61 74.35 0.101
H 80.17 75.22 72.72 0.268
H 78.99 75.39 75.29 0.173
C 77.58 78.36 75.88 -0.261
C 78.51 79.31 76.56 -0.347
O 77.98 80.70 76.74 -0.660
H 76.56 78.48 76.30 0.249
H 78.00 77.38 76.14 0.020
H 77.19 78.50 74.79 0.306
H 79.49 79.34 76.29 0.418
H 78.47 78.96 77.71 -0.034
H 77.24 80.96 77.54 0.323
C 83.03 71.96 78.34 -1.193
C 82.19 72.93 79.06 0.565
O 82.89 73.92 79.75 -0.512
H 83.48 72.38 77.44 0.278
H 82.39 71.14 78.00 0.324
H 83.78 71.33 78.92 0.319
H 81.44 72.43 79.70 0.347
H 81.40 73.34 78.50 -0.424
H 82.34 74.57 79.83 0.271
C 75.11 74.38 74.95 -0.799
C 75.14 75.70 74.21 0.132
O 76.16 75.60 73.21 -0.551
H 74.48 73.60 74.53 0.364
H 74.85 74.54 76.06 0.214
H 75.97 74.06 75.20 0.087
H 75.73 76.27 75.03 -0.186
H 74.22 76.18 73.89 0.352
H 77.00 75.58 73.54 0.565
C 73.84 78.37 79.37 -1.549
C 75.01 77.44 79.29 0.202
O 74.98 76.86 77.91 -0.514
H 72.87 77.86 79.11 0.286
H 73.92 79.15 78.74 0.427
H 73.98 78.84 80.29 0.460
H 74.96 76.57 79.97 0.266
H 76.03 78.02 79.35 0.099
H 75.68 76.25 77.94 0.340
C 74.92 71.85 80.66 -1.087
C 76.03 72.35 79.97 -0.210
O 75.70 73.28 78.90 -0.511
H 74.10 71.35 79.97 0.243
H 74.25 72.65 80.96 0.305
H 75.32 71.23 81.58 0.268
H 76.29 71.46 79.35 0.191
H 76.82 72.72 80.40 0.448
H 76.46 73.53 78.44 0.104